*P*
This record from the Open Molecules 2025 dataset describes 2 unconnected molecules or ions with the total composition C4H10S. The level of theory is wB97M-V/def2-TZVPD.

Bonds (Å) are listed after each position.
Atoms and positions in Å:
1 C -0.441 1.767 -1.828  C2 1.334, H3 1.081, H4 1.094
2 C -1.130 2.906 -1.741  C1 1.334, H5 1.082, H6 1.080
3 H 0.590 1.494 -2.007  C1 1.081
4 H -1.015 0.836 -1.829  C1 1.094
5 H -0.652 3.822 -1.420  C2 1.082
6 H -2.203 2.813 -1.822  C2 1.080
7 C 1.079 -2.357 0.326  S8 1.774, H10 1.093, H11 1.096, H12 1.097
8 S 0.934 -0.598 0.506  C7 1.774, C9 1.848
9 C -0.018 -0.577 2.090  S8 1.848, H13 1.084, H14 1.084, H15 1.087
10 H 1.136 -2.561 -0.746  C7 1.093
11 H 1.950 -2.809 0.814  C7 1.096
12 H 0.289 -3.045 0.653  C7 1.097
13 H 0.693 -0.988 2.797  C9 1.084
14 H -0.920 -1.160 1.939  C9 1.084
15 H -0.292 0.459 2.269  C9 1.087

Summary:
LUMO: 1.05 eV
HOMO level: -8.5 eV
Gap between HOMO and LUMO: 9.569 eV
Structure (SMILES): C=C.CSC

---

*Q*
This record from the Open Molecules 2025 dataset describes C4H10S in the gas phase. The level of theory is wB97M-V/def2-TZVPD.

Bonds (Å) are listed after each position.
Atoms and positions in Å:
1 C -1.699 1.305 -0.032  C2 1.533, H6 1.085, H7 1.088, H8 1.089
2 C -0.200 1.536 -0.255  C1 1.533, C3 1.542, H9 1.088, H10 1.085
3 C 0.631 0.239 -0.208  C2 1.542, S4 1.824, H11 1.092, H12 1.089
4 S 0.100 -0.965 1.055  C3 1.824, C5 1.833
5 C 1.117 -2.355 0.427  S4 1.833, H13 1.086, H14 1.089, H15 1.085
6 H -2.026 0.494 -0.675  C1 1.085
7 H -2.238 2.218 -0.277  C1 1.088
8 H -1.870 1.096 1.023  C1 1.089
9 H -0.082 1.921 -1.266  C2 1.088
10 H 0.231 2.231 0.458  C2 1.085
11 H 0.543 -0.290 -1.159  C3 1.092
12 H 1.681 0.483 -0.054  C3 1.089
13 H 0.717 -2.568 -0.559  C5 1.086
14 H 0.912 -3.196 1.087  C5 1.089
15 H 2.183 -2.149 0.433  C5 1.085

Summary:
LUMO: 1.08 eV
HOMO level: -8.4 eV
Gap between HOMO and LUMO: 9.520 eV
Structure (SMILES): CCCSC

---

Energies relative to the minimum, kcal/mol: *P* 35.9; *Q* 0.0

---

*P*
This record from the Open Molecules 2025 dataset describes 2 unconnected molecules or ions with the total composition C4H10S. The level of theory is wB97M-V/def2-TZVPD.

Bonds (Å) are listed after each position.
Atoms and positions in Å:
1 C 1.494 -2.835 2.200  C2 1.329, H4 1.095, H5 0.994
2 C 0.380 -3.558 2.155  C1 1.329, C3 1.577, H6 1.111
3 C -0.713 -3.226 1.067  C2 1.577, H7 1.124, H8 1.133, H9 1.084
4 H 2.275 -3.201 2.875  C1 1.095
5 H 1.773 -2.038 1.674  C1 0.994
6 H 0.105 -4.466 2.733  C2 1.111
7 H -1.705 -3.378 1.573  C3 1.124
8 H -0.595 -2.165 0.689  C3 1.133
9 H -0.494 -3.855 0.211  C3 1.084
10 C -0.679 4.536 -2.330  S11 1.733, H12 1.119, H13 1.113, H14 1.137
11 S 0.148 5.146 -3.725  C10 1.733, H15 1.338
12 H -1.735 4.290 -2.605  C10 1.119
13 H -0.397 3.520 -1.970  C10 1.113
14 H -0.817 5.208 -1.423  C10 1.137
15 H 0.960 6.021 -3.122  S11 1.338

Summary:
LUMO: 1.01 eV
HOMO level: -9.0 eV
Gap between HOMO and LUMO: 10.036 eV
Structure (SMILES): C=CC.CS

---

*Q*
This record from the Open Molecules 2025 dataset describes 2 unconnected molecules or ions with the total composition C4H10S. The level of theory is wB97M-V/def2-TZVPD.

Bonds (Å) are listed after each position.
Atoms and positions in Å:
1 C -1.585 0.842 -1.161  C2 1.500, H5 1.089, H6 1.090, H7 1.089
2 C -0.654 0.544 -0.024  C1 1.500, C3 1.323, H8 1.085
3 C 0.532 1.110 0.133  C2 1.323, C4 1.493, H9 1.084
4 C 1.425 0.864 1.303  C3 1.493, H10 1.089, H11 1.091, H12 1.091
5 H -1.816 -0.047 -1.747  C1 1.089
6 H -2.514 1.269 -0.784  C1 1.090
7 H -1.158 1.605 -1.809  C1 1.089
8 H -1.017 -0.141 0.736  C2 1.085
9 H 0.894 1.755 -0.660  C3 1.084
10 H 0.986 0.126 1.974  C4 1.089
11 H 1.589 1.778 1.876  C4 1.091
12 H 2.418 0.531 0.997  C4 1.091
13 S 0.468 -2.818 -0.187  H14 1.340, H15 1.339
14 H 0.731 -3.973 0.439  S13 1.340
15 H -0.299 -3.445 -1.088  S13 1.339

Summary:
LUMO: 0.82 eV
HOMO level: -9.1 eV
Gap between HOMO and LUMO: 9.886 eV
Structure (SMILES): C/C=C/C.S

---

Energies relative to the minimum, kcal/mol: *P* 25.5; *Q* 0.0

---

*P*
This record from the Open Molecules 2025 dataset describes C4H10S in the gas phase. The level of theory is wB97M-V/def2-TZVPD.

Bonds (Å) are listed after each position.
Atoms and positions in Å:
1 C 0.526 2.174 0.668  C2 1.533, H6 1.093, H7 1.086, H8 1.102
2 C 0.778 0.679 0.893  C1 1.533, C3 1.515, H9 1.091, H10 1.087
3 C 0.437 -0.102 -0.361  C2 1.515, S4 1.834, H11 1.088, H12 1.089
4 S -1.347 -0.501 -0.509  C3 1.834, C5 1.811
5 C -1.310 -2.285 -0.813  S4 1.811, H13 1.086, H14 1.086, H15 1.088
6 H 1.070 2.542 -0.205  C1 1.093
7 H 0.608 2.800 1.552  C1 1.086
8 H -0.503 2.335 0.306  C1 1.102
9 H 1.844 0.564 1.094  C2 1.091
10 H 0.126 0.370 1.706  C2 1.087
11 H 0.769 0.424 -1.254  C3 1.088
12 H 0.924 -1.076 -0.352  C3 1.089
13 H -1.589 -2.871 0.058  C5 1.086
14 H -0.314 -2.490 -1.193  C5 1.086
15 H -2.019 -2.561 -1.591  C5 1.088

Summary:
LUMO: 1.13 eV
HOMO level: -8.5 eV
Gap between HOMO and LUMO: 9.588 eV
Structure (SMILES): CCCSC

---

*Q*
This record from the Open Molecules 2025 dataset describes 2 unconnected molecules or ions with the total composition C4H10S. The level of theory is wB97M-V/def2-TZVPD.

Bonds (Å) are listed after each position.
Atoms and positions in Å:
1 C -2.372 0.310 0.312  C2 1.352, H3 1.068, H4 1.089
2 C -2.337 -1.034 0.173  C1 1.352, H5 1.062, H6 1.139
3 H -1.900 0.870 1.089  C1 1.068
4 H -2.847 0.866 -0.494  C1 1.089
5 H -1.678 -1.682 0.696  C2 1.062
6 H -3.010 -1.502 -0.618  C2 1.139
7 C 1.080 -1.229 0.264  S8 1.827, H10 1.082, H11 1.107, H12 1.135
8 S 1.255 0.580 0.451  C7 1.827, C9 1.875
9 C 0.939 0.933 -1.363  S8 1.875, H13 1.155, H14 1.044, H15 1.091
10 H 1.874 -1.634 -0.350  C7 1.082
11 H 0.116 -1.324 -0.271  C7 1.107
12 H 1.004 -1.785 1.250  C7 1.135
13 H 0.126 1.736 -1.535  C9 1.155
14 H 1.883 1.309 -1.602  C9 1.044
15 H 0.495 -0.006 -1.696  C9 1.091

Summary:
LUMO: 1.02 eV
HOMO level: -8.4 eV
Gap between HOMO and LUMO: 9.448 eV
Structure (SMILES): C=C.CSC

---

Energies relative to the minimum, kcal/mol: *P* 0.0; *Q* 37.2

---

*P*
This record from the Open Molecules 2025 dataset describes 2 unconnected molecules or ions with the total composition C3H13N3O. The level of theory is wB97M-V/def2-TZVPD.

Bonds (Å) are listed after each position.
Atoms and positions in Å:
1 N -2.299 -0.957 0.991  C2 1.443, H7 1.031, H8 1.012
2 C -2.059 -0.024 -0.083  N1 1.443, C3 1.494, H9 1.169, H10 1.179
3 C -0.842 -0.459 -0.833  C2 1.494, N4 1.433, H11 1.105, H12 1.096
4 N 0.292 0.109 -0.165  C3 1.433, C5 1.600, H13 1.106
5 C 1.677 -0.075 -0.945  N4 1.600, N6 1.430, H14 1.072, H15 1.087
6 N 2.181 -1.355 -1.335  C5 1.430, H16 1.024, H17 1.022
7 H -1.536 -1.028 1.681  N1 1.031
8 H -3.067 -0.669 1.584  N1 1.012
9 H -1.788 1.041 0.314  C2 1.169
10 H -2.865 0.185 -0.919  C2 1.179
11 H -0.807 -1.559 -0.938  C3 1.105
12 H -0.689 -0.071 -1.846  C3 1.096
13 H 0.383 -0.440 0.791  N4 1.106
14 H 2.340 0.514 -0.343  C5 1.072
15 H 1.414 0.454 -1.858  C5 1.087
16 H 2.846 -1.860 -0.742  N6 1.024
17 H 1.540 -2.024 -1.766  N6 1.022
18 O 0.831 2.382 1.985  H19 0.960, H20 0.991
19 H 1.098 3.268 1.731  O18 0.960
20 H 0.614 1.897 1.149  O18 0.991

Summary:
LUMO: 1.03 eV
HOMO level: -8.9 eV
Gap between HOMO and LUMO: 9.965 eV
Structure (SMILES): NCCNCN.O

---

*Q*
This record from the Open Molecules 2025 dataset describes 2 unconnected molecules or ions with the total composition C3H13N3O. The level of theory is wB97M-V/def2-TZVPD.

Bonds (Å) are listed after each position.
Atoms and positions in Å:
1 C 0.557 1.082 1.938  N2 1.459, H5 1.095, H6 1.089, H7 1.091
2 N -0.167 0.660 0.743  C1 1.459, C3 1.506, N4 1.461
3 C -0.171 1.753 -0.293  N2 1.506, H8 1.097, H9 1.091, H10 1.087
4 N -1.545 0.366 1.131  N2 1.461, H11 1.017, H12 1.016
5 H 0.173 2.026 2.337  C1 1.095
6 H 1.609 1.189 1.678  C1 1.089
7 H 0.469 0.304 2.697  C1 1.091
8 H -0.681 2.637 0.109  C3 1.097
9 H -0.672 1.405 -1.198  C3 1.091
10 H 0.865 1.990 -0.521  C3 1.087
11 H -1.516 -0.489 1.681  N4 1.017
12 H -2.063 0.162 0.282  N4 1.016
13 C -0.115 -2.216 -1.560  N14 1.446, H16 1.082, H17 1.089, H18 1.091
14 N 1.079 -1.422 -1.747  C13 1.446, O15 1.400, H19 1.023
15 O 1.627 -1.030 -0.519  N14 1.400, H20 1.036
16 H 0.158 -3.140 -1.066  C13 1.082
17 H -0.540 -2.441 -2.537  C13 1.089
18 H -0.873 -1.712 -0.958  C13 1.091
19 H 0.872 -0.577 -2.283  N14 1.023
20 H 0.937 -0.547 0.085  O15 1.036

Summary:
LUMO: 0.84 eV
HOMO level: -8.2 eV
Gap between HOMO and LUMO: 9.044 eV
Structure (SMILES): CN(C)N.CNO

---

*R*
This record from the Open Molecules 2025 dataset describes 2 unconnected molecules or ions with the total composition C3H13N3O. The level of theory is wB97M-V/def2-TZVPD.

Bonds (Å) are listed after each position.
Atoms and positions in Å:
1 N -0.665 -0.293 -2.594  C2 1.500, H7 1.016, H8 1.003
2 C -1.097 -1.013 -1.351  N1 1.500, C3 1.513, H9 1.087, H10 1.090
3 C -1.426 -0.032 -0.246  C2 1.513, N4 1.459, H11 1.102, H12 1.090
4 N -0.228 0.394 0.469  C3 1.459, C5 1.446, H13 1.010
5 C -0.412 0.934 1.797  N4 1.446, N6 1.452, H14 1.095, H15 1.097
6 N 0.788 0.659 2.566  C5 1.452, H16 1.012, H17 1.010
7 H -1.231 0.550 -2.649  N1 1.016
8 H -0.939 -0.851 -3.381  N1 1.003
9 H -0.238 -1.596 -1.030  C2 1.087
10 H -1.928 -1.692 -1.540  C2 1.090
11 H -1.972 0.818 -0.686  C3 1.102
12 H -2.108 -0.464 0.486  C3 1.090
13 H 0.335 1.007 -0.102  N4 1.010
14 H -1.323 0.478 2.199  C5 1.095
15 H -0.551 2.021 1.841  C5 1.097
16 H 0.745 1.093 3.479  N6 1.012
17 H 0.971 -0.330 2.651  N6 1.010
18 O 2.725 -0.670 -0.482  H19 0.963, H20 0.966
19 H 2.593 -0.320 -1.369  O18 0.963
20 H 2.113 -0.170 0.073  O18 0.966

Summary:
LUMO: 0.99 eV
HOMO level: -9.1 eV
Gap between HOMO and LUMO: 10.083 eV
Structure (SMILES): NCCNCN.O

---

*S*
This record from the Open Molecules 2025 dataset describes 2 unconnected molecules or ions with the total composition C3H13N3O. The level of theory is wB97M-V/def2-TZVPD.

Bonds (Å) are listed after each position.
Atoms and positions in Å:
1 N -2.549 0.922 -0.691  C2 1.467, H7 1.039, H8 1.015
2 C -1.596 -0.056 -1.226  N1 1.467, C3 1.559, H9 1.114, H10 1.095
3 C -1.017 -0.875 -0.033  C2 1.559, N4 1.519, H11 1.087, H12 1.110
4 N -0.003 0.078 0.577  C3 1.519, C5 1.528, H13 1.013
5 C 0.429 -0.552 1.900  N4 1.528, N6 1.455, H14 1.120, H15 1.091
6 N 1.792 -0.126 2.174  C5 1.455, H16 1.009, H17 1.001
7 H -2.173 1.620 -0.020  N1 1.039
8 H -2.860 1.485 -1.477  N1 1.015
9 H -0.849 0.397 -1.917  C2 1.114
10 H -2.157 -0.799 -1.804  C2 1.095
11 H -1.857 -1.112 0.614  C3 1.087
12 H -0.421 -1.751 -0.365  C3 1.110
13 H -0.407 0.996 0.721  N4 1.013
14 H 0.457 -1.671 1.940  C5 1.120
15 H -0.314 -0.331 2.668  C5 1.091
16 H 2.475 -0.679 1.677  N6 1.009
17 H 1.828 0.860 2.008  N6 1.001
18 O 2.475 0.417 -2.318  H19 0.962, H20 0.985
19 H 2.858 -0.407 -2.001  O18 0.962
20 H 2.086 0.829 -1.512  O18 0.985

Summary:
LUMO: 0.82 eV
HOMO level: -9.2 eV
Gap between HOMO and LUMO: 10.070 eV
Structure (SMILES): NCCNCN.O

---

Energies relative to the minimum, kcal/mol: *P* 20.1; *Q* 62.3; *R* 0.0; *S* 14.3

---

*P*
This record from the Open Molecules 2025 dataset describes 2 unconnected molecules or ions with the total composition C3H11N3. The level of theory is wB97M-V/def2-TZVPD.

Bonds (Å) are listed after each position.
Atoms and positions in Å:
1 C -1.702 -0.173 1.237  C2 1.342, H4 1.080, H5 1.079
2 C -1.580 -0.951 0.151  C1 1.342, N3 1.368, H6 1.088
3 N -1.290 -2.286 0.084  C2 1.368, H7 1.004, H8 1.007
4 H -1.444 -0.566 2.209  C1 1.080
5 H -1.921 0.866 1.046  C1 1.079
6 H -1.800 -0.413 -0.769  C2 1.088
7 H -0.917 -2.786 0.871  N3 1.004
8 H -1.812 -2.866 -0.553  N3 1.007
9 N 1.747 0.114 0.148  C10 1.442, H12 0.995, H13 1.004
10 C 1.374 1.460 -0.211  N9 1.442, N11 1.460, H14 1.093, H15 1.089
11 N 0.908 1.584 -1.589  C10 1.460, H16 1.008, H17 1.020
12 H 2.367 0.108 0.926  N9 0.995
13 H 0.992 -0.528 0.306  N9 1.004
14 H 0.646 1.924 0.458  C10 1.093
15 H 2.281 2.061 -0.178  C10 1.089
16 H 1.708 1.705 -2.192  N11 1.008
17 H 0.443 0.747 -1.943  N11 1.020

Summary:
LUMO: 1.08 eV
HOMO level: -8.5 eV
Gap between HOMO and LUMO: 9.547 eV
Structure (SMILES): C=CN.NCN

---

*Q*
This record from the Open Molecules 2025 dataset describes C3H11N3 in the gas phase. The level of theory is wB97M-V/def2-TZVPD.

Bonds (Å) are listed after each position.
Atoms and positions in Å:
1 C 1.146 -1.507 0.465  N2 1.451, H7 1.089, H8 1.090, H9 1.102
2 N 0.489 -0.901 -0.679  C1 1.451, C3 1.447, H10 1.057
3 C 0.038 0.468 -0.550  N2 1.447, C4 1.522, N5 1.477, H11 1.100
4 C 1.098 1.426 -0.025  C3 1.522, H12 1.087, H13 1.087, H14 1.087
5 N -1.156 0.549 0.316  C3 1.477, N6 1.456, H15 1.019
6 N -2.359 -0.098 -0.189  N5 1.456, H16 1.020, H17 1.020
7 H 1.373 -2.542 0.214  C1 1.089
8 H 2.082 -0.990 0.676  C1 1.090
9 H 0.533 -1.517 1.380  C1 1.102
10 H -0.433 -1.393 -0.841  N2 1.057
11 H -0.292 0.790 -1.549  C3 1.100
12 H 0.741 2.448 -0.112  C4 1.087
13 H 1.326 1.231 1.021  C4 1.087
14 H 2.006 1.302 -0.609  C4 1.087
15 H -0.966 0.208 1.256  N5 1.019
16 H -2.502 0.244 -1.140  N6 1.020
17 H -3.125 0.281 0.366  N6 1.020

Summary:
LUMO: 1.17 eV
HOMO level: -7.8 eV
Gap between HOMO and LUMO: 8.925 eV
Structure (SMILES): CN[C@H](C)NN

---

*R*
This record from the Open Molecules 2025 dataset describes 2 unconnected molecules or ions with the total composition C3H11N3. The level of theory is wB97M-V/def2-TZVPD.

Bonds (Å) are listed after each position.
Atoms and positions in Å:
1 C -1.399 1.094 -1.132  N5 1.486, H7 1.076, H8 1.131, H9 1.112
2 C -1.381 -1.344 -1.093  N5 1.327, H10 0.986, H11 1.041
3 C 2.661 -0.535 0.667  H12 1.069, H13 1.131, H14 1.099, H15 1.048
4 N -0.609 0.957 1.468  N6 1.447, H16 1.011, H17 0.988
5 N -1.209 -0.204 -0.435  C1 1.486, C2 1.327, N6 1.318
6 N -0.844 -0.317 0.826  N4 1.447, N5 1.318
7 H -2.026 0.886 -1.982  C1 1.076
8 H -2.141 1.558 -0.416  C1 1.131
9 H -0.484 1.707 -1.286  C1 1.112
10 H -1.470 -2.237 -0.685  C2 0.986
11 H -1.867 -1.193 -2.002  C2 1.041
12 H 2.460 0.404 1.138  C3 1.069
13 H 3.476 -0.480 -0.115  C3 1.131
14 H 3.048 -1.253 1.403  C3 1.099
15 H 1.816 -0.950 0.204  C3 1.048
16 H 0.284 1.209 1.066  N4 1.011
17 H -0.316 0.699 2.376  N4 0.988

Summary:
LUMO (spin up / spin down): 0.93 / 0.93 eV
HOMO level (spin up / spin down): -7.0 / -7.0 eV
Gap between HOMO and LUMO (spin up / spin down): 7.899 / 7.899 eV

---

Energies relative to the minimum, kcal/mol: *P* 0.0; *Q* 8.9; *R* 73.1